The following is a quantum chemistry calculation of C3H10OS as an isolated structure in a non-equilibrium geometry, from OMol25.

Summary:
**Relative energy (zero: lowest compared OMol25 entry of this formula, charge and spin)**: 496.8 kJ/mol
**Spin multiplicity**: 1
**LUMO energy**: -1.234 eV
**E_tot**: -16150.717 eV

Last column: Löwdin charge in e.
Positions of all 15 atoms, in Å:
C: -1.8085 -0.5383 -0.5774  0.005
C: -1.6573 0.4601 0.5158  -0.056
S: 1.1540 -0.5075 -0.1146  0.398
C: 2.4233 -1.4190 0.7691  -0.622
H: -1.1337 -0.7318 0.5874  0.099
H: -2.5860 -1.2212 -0.6112  0.067
H: -1.1385 -0.6154 -1.3978  0.025
H: -0.9239 1.3958 0.6582  0.115
H: -2.5109 0.6203 1.1672  0.080
H: 3.3857 -0.8848 0.6168  0.009
H: 2.4938 -2.4654 0.4598  0.005
H: 2.0885 -1.4167 1.8120  -0.005
H: 0.3290 3.1645 -1.4935  0.058
H: 0.1913 1.7223 -1.0246  -0.096
O: -0.3066 2.4371 -1.3673  -0.082